Computed, not measured: C45H35ClN8O7S2SeSiTa as an isolated structure at a distorted geometry, with wB97M-V/def2-TZVPD.

Properties
* HOMO-LUMO gap: 7.41 eV
* highest occupied orbital energy: -0.19754 hartree
* energy relative to the best compared isomer or geometry (same formula, charge and spin): 49.1 kcal/mol
* strongest force on any atom: 2.07 eV Å⁻¹
* total charge: -1

XYZ file:
```
101
Properties=species:S:1:pos:R:3:lowdin_charge:R:1
Ta 0.9672 -1.2463 -0.4821 1.46
C 0.7682 -6.2647 2.1105 -0.07
C -0.3888 -6.8195 1.5756 -0.08
C -1.2954 -5.9871 0.9588 -0.03
C -1.0306 -4.6136 0.8942 -0.34
N 0.0780 -4.0818 1.3869 0.12
C 0.9512 -4.8993 1.9816 -0.13
N -2.0246 -3.8357 0.2864 0.17
C -2.0545 -2.5749 0.1328 -0.27
N -1.1337 -1.5150 0.3615 0.02
C -1.8729 -0.3412 0.2740 -0.31
N -1.5585 0.8670 0.5672 0.19
C -0.3291 1.3215 0.9690 -0.32
C -0.3526 2.4949 1.7485 -0.03
C 0.8087 3.0556 2.1984 -0.08
C 2.0230 2.4707 1.8358 -0.05
C 1.9912 1.3579 1.0426 -0.16
N 0.8488 0.7717 0.6124 -0.02
C -3.2553 -0.6271 -0.1626 -0.11
C -4.3274 0.2142 -0.3901 -0.02
C -5.5051 -0.3676 -0.8389 -0.09
C -5.5922 -1.7505 -1.0315 -0.08
C -4.5138 -2.5831 -0.7536 -0.01
C -3.3482 -1.9834 -0.3169 -0.10
H 1.5104 -6.8687 2.6176 0.10
H -0.5749 -7.8853 1.6403 0.10
H -2.2117 -6.3536 0.5152 0.11
H 1.8485 -4.4347 2.3733 0.09
H -1.3278 2.9030 1.9785 0.12
H 0.7868 3.9459 2.8181 0.11
H 2.9758 2.8835 2.1395 0.11
H 2.9027 0.8880 0.7109 0.05
H -4.2366 1.2818 -0.2292 0.12
H -6.3688 0.2550 -1.0435 0.10
H -6.5190 -2.1782 -1.3950 0.10
H -4.5719 -3.6589 -0.8642 0.11
O 1.9843 -3.7081 -2.8073 -0.28
Cl 1.0611 -3.7805 -1.7304 0.74
O 0.5375 -5.0797 -1.5446 -0.23
O -0.0167 -2.7495 -1.8853 -0.42
O 1.6828 -3.2875 -0.4480 -0.51
N 1.8588 3.6603 7.3988 0.08
C 1.2945 2.5968 6.6878 -0.33
C 0.3635 2.8394 5.6748 -0.04
C -0.2118 1.7880 4.9874 -0.07
C 0.1295 0.4758 5.3023 -0.28
C 1.0289 0.2259 6.3285 -0.08
C 1.6078 1.2802 7.0182 -0.04
S -0.5556 -0.8424 4.3492 0.55
O -1.9065 -0.4483 4.0542 -0.31
O -0.3022 -2.0447 5.1110 -0.34
N 0.2173 -0.8396 2.9554 -0.10
C 1.4063 -1.3683 2.7758 -0.66
S 2.5215 -1.9089 4.0366 1.04
C 3.7193 -2.2889 2.8528 -0.42
C 3.2599 -2.0168 1.6253 -0.32
N 1.9776 -1.4887 1.5440 -0.15
H 1.8662 4.5459 6.9237 0.08
H 2.7233 3.4578 7.8701 0.08
H 0.0892 3.8631 5.4364 0.11
H -0.9448 1.9668 4.2098 0.10
H 1.2554 -0.7996 6.5953 0.10
H 2.3117 1.0826 7.8215 0.11
H 4.6768 -2.7051 3.1244 0.06
H 3.8036 -2.1577 0.7046 0.04
Se 3.0369 -0.6680 -1.4535 0.32
O -0.0043 -0.1316 -1.7811 -0.49
Si 0.1158 1.0621 -2.8872 0.49
C 1.2975 2.4426 -2.4073 -0.24
C 2.5947 2.5271 -2.9225 -0.13
C 3.4426 3.5733 -2.5758 -0.09
C 3.0059 4.5642 -1.7040 -0.10
C 1.7218 4.4996 -1.1780 -0.09
C 0.8820 3.4498 -1.5293 -0.11
C 0.6793 0.3459 -4.5203 -0.21
C 0.7298 -1.0350 -4.7233 -0.08
C 1.1488 -1.5678 -5.9381 -0.08
C 1.5194 -0.7239 -6.9757 -0.10
C 1.4665 0.6544 -6.7983 -0.10
C 1.0519 1.1798 -5.5815 -0.10
C -1.5348 1.8900 -3.2041 -0.20
C -1.6263 3.2357 -3.5880 -0.09
C -2.8503 3.8072 -3.9189 -0.09
C -4.0100 3.0429 -3.8756 -0.10
C -3.9390 1.7052 -3.5107 -0.09
C -2.7142 1.1392 -3.1849 -0.08
H 2.9561 1.7528 -3.5914 0.08
H 4.4475 3.6111 -2.9832 0.10
H 3.6662 5.3803 -1.4326 0.09
H 1.3719 5.2645 -0.4937 0.10
H -0.1205 3.4177 -1.1114 0.10
H 0.4474 -1.7016 -3.9205 0.07
H 1.1953 -2.6432 -6.0664 0.10
H 1.8532 -1.1368 -7.9205 0.09
H 1.7514 1.3175 -7.6071 0.09
H 1.0194 2.2597 -5.4555 0.10
H -0.7329 3.8493 -3.6303 0.10
H -2.8976 4.8504 -4.2098 0.09
H -4.9648 3.4877 -4.1302 0.09
H -4.8372 1.0997 -3.4761 0.10
H -2.6757 0.0895 -2.9080 0.11
```